The following is a quantum chemistry calculation of a cluster of 2 separate species, C2H6N2 in total, from OMol25.

Results
* charge: 0
* HOMO: -8.973 eV
* ΔE to the lowest compared entry with this formula, charge and spin: 401.0 kJ/mol
* spin multiplicity: 1
* orbital gap: 9.3 eV

Structure (XYZ):
```
10
C2H6N2 | OMol25 | the ωB97M-V functional and the def2-TZVPD basis
C -0.2411 0.0216 0.5490
C -0.5901 -0.5990 -0.7939
N 1.2374 1.2134 -0.3379
N -0.8430 -0.5339 1.5073
H 1.6641 1.8665 0.3111
H -1.0885 -1.4798 -0.5964
H 0.2339 -0.5561 -1.4980
H -1.3867 -0.0667 -1.2702
H 1.9013 0.4631 -0.3880
H -0.8873 -0.3290 2.5171
```

natural (NBO) atomic charge list, values in e, 8 entries: number 1, C, carries 0.5319; number 2, C, carries -0.7070; number 3, N, carries -0.8992; number 4, N, carries -0.6747; number 5, H, carries 0.3367; number 6, H, carries 0.2250; number 7, H, carries 0.2342; number 8, H, carries 0.2362

=====

The following is a quantum chemistry calculation of the molecule C2H6N2, from OMol25.

Results
* charge: 0
* SMILES: C/N=C\N
* HOMO: -9.537 eV
* ΔE to the lowest compared entry with this formula, charge and spin: 131.6 kJ/mol
* spin multiplicity: 1
* orbital gap: 10.6 eV

Structure (XYZ):
```
10
C2H6N2 | OMol25 | the ωB97M-V functional and the def2-TZVPD basis
C 0.8073 0.2376 -1.2397
N -1.1074 0.5875 0.8671
C -0.1952 -0.4907 0.7555
N 0.6707 -0.6749 -0.1421
H 0.6077 -0.2860 -2.1817
H 1.8460 0.5675 -1.3421
H 0.2036 1.1515 -1.2096
H -1.9552 0.5481 0.3165
H -0.7301 1.5042 1.0241
H -0.2375 -1.2400 1.5414
```

natural (NBO) atomic charge list, values in e, 8 entries: number 1, C, carries -0.4612; number 2, N, carries -0.9303; number 3, C, carries 0.2656; number 4, N, carries -0.4014; number 5, H, carries 0.2105; number 6, H, carries 0.2079; number 7, H, carries 0.1751; number 8, H, carries 0.3888

=====

The following is a quantum chemistry calculation of the molecule C2H6N2, from OMol25.

Results
* charge: 0
* HOMO (alpha / beta): -9.888 / -9.751 eV
* ΔE to the lowest compared entry with this formula, charge and spin: 464.0 kJ/mol
* spin multiplicity: 1
* orbital gap (alpha / beta): 9.6 / 9.4 eV

Structure (XYZ):
```
10
C2H6N2 | OMol25 | the ωB97M-V functional and the def2-TZVPD basis
C 0.9345 -0.5049 -0.2130
C -1.3543 0.3545 0.0231
N 1.5324 0.6725 0.3733
N -0.3135 -0.4303 0.5920
H 0.8604 -0.4186 -1.2609
H 1.4635 -1.3742 -0.0444
H -1.7007 1.2667 0.4215
H -1.2068 0.4848 -1.0188
H -2.3051 -0.3816 -0.0043
H 2.0895 0.3311 1.1315
```

natural (NBO) atomic charge list, values in e, 8 entries: number 1, C, carries -0.1573; number 2, C, carries -0.4723; number 3, N, carries -0.4080; number 4, N, carries -0.2162; number 5, H, carries 0.1588; number 6, H, carries 0.1672; number 7, H, carries 0.2271; number 8, H, carries 0.1749

=====

The following is a quantum chemistry calculation of a cluster of 2 separate species, C2H6N2 in total, from OMol25.

Results
* charge: 0
* SMILES: C#C.NN
* HOMO: -8.787 eV
* ΔE to the lowest compared entry with this formula, charge and spin: 383.6 kJ/mol
* spin multiplicity: 1
* orbital gap: 9.8 eV

Structure (XYZ):
```
10
C2H6N2 | OMol25 | the ωB97M-V functional and the def2-TZVPD basis
C 2.8278 0.1580 1.8723
C 1.9742 0.5133 1.1130
H -2.7177 -1.0754 -1.1320
H -1.2266 -1.5071 -1.2354
H -0.4726 0.5476 -1.0675
H -1.8865 1.0984 -0.5749
H 3.5782 -0.1615 2.5462
H 1.2071 0.8541 0.4415
N -1.8148 -0.8773 -0.7124
N -1.4691 0.4499 -1.2508
```

natural (NBO) atomic charge list, values in e, 8 entries: number 1, C, carries -0.2276; number 2, C, carries -0.2358; number 3, H, carries 0.3378; number 4, H, carries 0.3357; number 5, H, carries 0.3272; number 6, H, carries 0.3400; number 7, H, carries 0.2342; number 8, H, carries 0.2254

=====

The following is a quantum chemistry calculation of the molecule C2H6N2, from OMol25.

Results
* charge: 0
* SMILES: C1CNN1
* HOMO: -8.845 eV
* ΔE to the lowest compared entry with this formula, charge and spin: 402.0 kJ/mol
* spin multiplicity: 1
* orbital gap: 10.0 eV

Structure (XYZ):
```
10
C2H6N2 | OMol25 | the ωB97M-V functional and the def2-TZVPD basis
C -0.6824 0.4038 0.0540
C 0.6679 0.0714 0.7041
N -0.6014 -0.5990 -1.0167
N 0.8500 -0.8239 -0.8860
H -1.5596 0.1478 0.6358
H -0.8159 1.4867 -0.5554
H 1.3748 0.8754 0.7043
H 0.5463 -0.7048 1.4527
H -0.9006 -1.5411 -0.7870
H 1.2359 -0.0400 -1.4883
```

natural (NBO) atomic charge list, values in e, 8 entries: number 1, C, carries -0.2574; number 2, C, carries -0.2603; number 3, N, carries -0.4952; number 4, N, carries -0.4447; number 5, H, carries 0.1936; number 6, H, carries 0.1894; number 7, H, carries 0.2077; number 8, H, carries 0.2093

=====

The following is a quantum chemistry calculation of the molecule C2H6N2, from OMol25.

Results
* charge: 0
* SMILES: N/C=C/N
* HOMO: -8.093 eV
* ΔE to the lowest compared entry with this formula, charge and spin: 172.2 kJ/mol
* spin multiplicity: 1
* orbital gap: 9.4 eV

Structure (XYZ):
```
10
C2H6N2 | OMol25 | the ωB97M-V functional and the def2-TZVPD basis
C -0.7233 -0.0736 -0.1451
C 0.6023 -0.0231 -0.0579
N 1.3515 1.0564 -0.6338
N -1.4288 -0.8418 0.7900
H -1.1635 0.8125 -0.6886
H 1.1635 -0.8881 0.4235
H 2.0663 0.8418 -1.2909
H 1.7688 1.7076 0.0356
H -2.3967 -0.8258 0.6728
H -1.2402 -1.7659 0.8943
```

natural (NBO) atomic charge list, values in e, 8 entries: number 1, C, carries -0.0387; number 2, C, carries -0.0964; number 3, N, carries -0.8675; number 4, N, carries -0.8074; number 5, H, carries 0.2088; number 6, H, carries 0.1509; number 7, H, carries 0.3593; number 8, H, carries 0.3641